(1)
{"formula": "C4H9N3", "method": "ωB97M-V with the def2-TZVPD basis set", "smiles": "CN1C=CCN1N", "total_charge": 0, "homo_lumo_gap_ev": 8.479, "symbols": ["C", "N", "C", "C", "C", "N", "N", "H", "H", "H", "H", "H", "H", "H", "H", "H"], "xyz": [[1.77, 0.96, 0.02], [0.79, -0.04, -0.23], [0.80, -1.40, -0.09], [-0.42, -1.93, 0.13], [-1.48, -0.81, 0.09], [-0.76, 0.39, 0.51], [-1.31, 1.54, -0.03], [1.73, 1.70, -0.75], [1.72, 1.51, 1.02], [2.81, 0.55, 0.04], [1.68, -1.97, -0.13], [-0.72, -2.98, -0.03], [-1.99, -0.62, -0.81], [-2.33, -0.92, 0.71], [-1.15, 2.31, 0.60], [-1.16, 1.70, -1.05]]}

=====

(2)
{"formula": "C4H9N3", "method": "ωB97M-V with the def2-TZVPD basis set", "smiles": "CN/N=C\\N1CC1", "total_charge": 0, "homo_lumo_gap_ev": 9.546, "symbols": ["C", "N", "N", "C", "N", "C", "C", "H", "H", "H", "H", "H", "H", "H", "H", "H"], "xyz": [[-0.82, -1.89, -0.96], [-1.19, -1.08, 0.15], [-0.20, -1.19, 1.23], [0.66, -0.31, 0.99], [0.67, 0.53, -0.11], [1.34, 1.85, 0.09], [-0.11, 1.77, -0.11], [-1.64, -1.91, -1.68], [0.04, -1.42, -1.49], [-0.59, -2.90, -0.70], [-2.03, -1.46, 0.61], [1.38, -0.22, 1.80], [1.72, 2.06, 1.07], [2.04, 2.24, -0.69], [-0.65, 2.02, -1.06], [-0.64, 1.91, 0.84]]}

=====

(3)
{"formula": "C4H9N3", "method": "ωB97M-V with the def2-TZVPD basis set", "total_charge": 0, "homo_lumo_gap_ev": 6.658, "symbols": ["C", "N", "C", "C", "N", "C", "N", "H", "H", "H", "H", "H", "H", "H", "H", "H"], "xyz": [[-1.55, 0.42, -1.51], [0.92, 0.38, -1.33], [-0.19, 0.14, 0.71], [1.00, -0.15, -0.12], [-0.02, 0.24, 2.04], [1.95, -0.98, 0.44], [-1.34, 0.38, 0.15], [1.57, -0.07, -1.98], [-0.78, 0.48, 2.66], [0.90, 0.06, 2.41], [-2.09, 0.76, 0.72], [-1.60, 1.45, -1.83], [-2.52, -0.09, -1.55], [-0.81, -0.19, -2.04], [1.81, -1.47, 1.39], [2.76, -1.36, -0.16]]}

=====

Relative to the most stable structure, the computed energies are (1) 22.9; (2) 6.0; (3) 0.0, all in kcal/mol.

=====

(1)
{"formula": "C4H9N3", "method": "ωB97M-V with the def2-TZVPD basis set", "total_charge": 0, "homo_lumo_gap_ev": [7.594, 7.603], "symbols": ["C", "C", "C", "N", "N", "H", "H", "H", "H", "H", "H", "C", "N", "H", "H", "H"], "xyz": [[-0.59, 1.49, 0.70], [-0.39, 0.41, -0.34], [-0.09, -1.50, 0.68], [-0.40, 0.59, -1.63], [-1.18, -0.92, 0.12], [-1.25, 0.24, -2.08], [-1.45, -1.39, -0.73], [0.15, -1.23, 1.70], [0.04, 2.34, 0.47], [-0.38, 1.15, 1.71], [-1.64, 1.80, 0.66], [1.36, -0.12, 0.06], [2.15, -0.23, -0.92], [1.59, -0.29, -1.78], [1.79, 0.10, 1.05], [0.29, -2.45, 0.33]]}

=====

(2)
{"formula": "C4H9N3", "method": "ωB97M-V with the def2-TZVPD basis set", "smiles": "[H]/N=C1/CCNN1C", "total_charge": 0, "homo_lumo_gap_ev": 9.823, "symbols": ["H", "N", "C", "C", "C", "N", "N", "C", "H", "H", "H", "H", "H", "H", "H", "H"], "xyz": [[2.09, -1.09, -1.16], [1.48, -1.52, -0.38], [0.41, -0.86, -0.14], [-0.56, -1.30, 0.86], [-1.13, 0.17, 1.21], [-1.23, 0.89, -0.07], [0.00, 0.39, -0.72], [0.97, 1.31, -1.10], [-0.18, -1.79, 1.87], [-1.20, -2.02, 0.49], [-2.12, 0.27, 1.71], [-0.15, 0.65, 1.70], [-2.03, 0.27, -0.51], [1.64, 0.79, -1.81], [0.41, 2.07, -1.61], [1.61, 1.76, -0.35]]}

=====

(3)
{"formula": "C4H9N3", "method": "ωB97M-V with the def2-TZVPD basis set", "smiles": "C/N=C\\C=C\\NN", "total_charge": 0, "homo_lumo_gap_ev": 8.210, "symbols": ["C", "N", "C", "C", "C", "N", "N", "H", "H", "H", "H", "H", "H", "H", "H", "H"], "xyz": [[-0.12, 0.91, -2.60], [-0.50, 1.94, -1.61], [-0.19, 1.41, -0.45], [0.35, 0.13, -0.08], [-0.05, -0.02, 1.34], [0.05, -1.18, 2.04], [0.45, -2.29, 1.36], [-0.80, 0.21, -2.73], [-0.28, 1.31, -3.48], [0.75, 0.07, -2.76], [-0.82, 2.05, 0.36], [0.85, -0.59, -0.82], [-0.65, 0.65, 2.00], [-0.09, -1.38, 3.07], [1.39, -3.09, 1.40], [-0.34, -3.09, 1.18]]}

=====

Relative to the most stable structure, the computed energies are (1) 61.4; (2) 0.0; (3) 99.7, all in kcal/mol.

=====

(1)
{"formula": "C4H9N3", "method": "ωB97M-V with the def2-TZVPD basis set", "smiles": "CC(C)=NC#N.N", "total_charge": 0, "homo_lumo_gap_ev": 10.271, "symbols": ["C", "C", "C", "N", "C", "N", "H", "H", "H", "H", "H", "H", "N", "H", "H", "H"], "xyz": [[-0.45, -0.51, 1.19], [0.89, -0.19, 0.69], [1.96, -1.19, 0.68], [1.17, 0.87, 0.10], [0.59, 1.99, -0.23], [0.11, 2.95, -0.60], [-1.09, 0.31, 1.33], [-0.79, -1.00, 0.34], [-0.52, -1.20, 1.97], [2.72, -1.15, 1.46], [1.47, -2.22, 0.68], [2.47, -1.10, -0.28], [-1.96, 0.40, -1.77], [-1.72, 1.40, -1.54], [-2.12, 0.40, -2.81], [-2.72, 0.25, -1.21]]}

=====

(2)
{"formula": "C4H9N3", "method": "ωB97M-V with the def2-TZVPD basis set", "smiles": "[H]/N=C/N(C)/C=C/N", "total_charge": 0, "homo_lumo_gap_ev": [7.230, 7.227], "symbols": ["H", "N", "C", "N", "C", "C", "C", "N", "H", "H", "H", "H", "H", "H", "H", "H"], "xyz": [[0.37, -2.56, -1.07], [-0.16, -1.72, -0.86], [0.65, -0.75, -0.56], [0.13, 0.63, -0.57], [0.14, 1.50, -1.72], [-0.31, 0.88, 0.66], [0.07, -0.19, 1.50], [-0.91, -0.82, 2.28], [1.71, -0.77, -0.86], [-0.73, 1.26, -2.33], [1.04, 1.38, -2.34], [0.11, 2.55, -1.43], [-1.11, 1.60, 0.80], [1.10, -0.23, 1.87], [-0.52, -1.47, 2.95], [-1.58, -1.28, 1.67]]}

=====

Relative to the most stable structure, the computed energies are (1) 0.0; (2) 51.9, all in kcal/mol.